(1)
Molecular formula: C3H5N2S2
Method: DFT, ωB97M-V/def2-TZVPD

XYZ file:
```
12
Properties=species:S:1:pos:R:3
C 0.354 -1.111 0.134
C -0.940 -1.579 0.245
C 0.858 0.117 -0.070
N -0.974 1.330 0.868
N 1.698 0.821 -0.717
S -2.396 -0.853 -0.252
S -2.133 1.179 -0.182
H 1.133 -1.831 0.393
H -1.111 -2.584 0.583
H -0.630 2.277 0.955
H 2.116 0.519 -1.598
H 2.025 1.713 -0.361
```

## Properties
Kohn-Sham gap (spin up / spin down) (eV): 7.020 / 7.374
LUMO level (spin up / spin down) (eV): -5.6 / -5.2
ΔE to the lowest compared entry with this formula, charge and spin (eV): 3.480
Net charge: +1

---

(2)
Molecular formula: C3H2F2O
Method: DFT, ωB97M-V/def2-TZVPD

XYZ file:
```
8
Properties=species:S:1:pos:R:3
C -0.138 -0.758 -0.201
C -0.359 -2.308 -0.472
C 0.239 1.411 1.002
O 0.142 0.098 0.854
F -0.672 -2.335 -1.740
F 0.020 2.151 -0.125
H 0.057 -0.194 -1.238
H 0.712 1.934 1.920
```

## Properties
Kohn-Sham gap (spin up / spin down) (eV): 7.123 / 8.652
LUMO level (spin up / spin down) (eV): -1.4 / -0.3
ΔE to the lowest compared entry with this formula, charge and spin (eV): 6.597

---

(3)
Molecular formula: C12H22N2O10PrS2
Method: DFT, ωB97M-V/def2-TZVPD

XYZ file:
```
49
Properties=species:S:1:pos:R:3
Pr -1.332 0.156 0.796
C -0.011 -3.231 0.191
C -0.003 -2.963 -1.324
O 1.383 -2.860 -1.745
C 1.637 -1.911 -2.798
C 2.576 -0.839 -2.296
O 1.994 -0.321 -1.067
C 2.780 0.703 -0.479
C 1.942 1.282 0.688
O 1.126 0.368 1.435
C 1.780 -0.657 2.215
C 1.510 -2.059 1.699
O 0.283 -2.077 0.981
H -1.032 -3.606 0.472
H 0.714 -4.003 0.516
H -0.427 -3.883 -1.744
H -0.535 -2.038 -1.594
H 2.164 -2.486 -3.655
H 0.747 -1.450 -3.213
H 3.583 -1.248 -2.116
H 2.631 -0.029 -3.061
H 3.744 0.309 -0.142
H 2.992 1.555 -1.190
H 2.590 1.851 1.394
H 1.277 2.007 0.243
H 2.877 -0.362 2.193
H 1.434 -0.456 3.295
H 2.320 -2.482 1.028
H 1.436 -2.663 2.623
N -1.563 2.292 2.488
C -2.258 3.330 1.736
C -1.944 3.464 0.229
O -2.445 4.443 -0.465
N -1.285 2.495 -0.383
C -1.239 2.583 -1.815
C -0.779 1.226 -2.317
O -0.170 1.168 -3.392
O -1.071 0.174 -1.522
H -2.180 1.918 3.223
H -0.714 2.661 2.855
H -1.983 4.290 2.129
H -3.325 3.229 1.792
H -0.506 3.460 -2.046
H -2.242 2.902 -2.171
O -2.520 -1.752 2.048
S -3.786 -1.278 1.392
O -5.015 -1.677 1.980
O -3.555 0.263 1.392
S -3.603 -1.799 -0.501
```

## Properties
Kohn-Sham gap (spin up / spin down) (eV): 6.747 / 6.748
LUMO level (spin up / spin down) (eV): 2.0 / 2.0
ΔE to the lowest compared entry with this formula, charge and spin (eV): 0.150
Net charge: -1
<S²>: 2.00
Multiplicity: 3

---

(4)
Molecular formula: C48H40CuN8O16
Method: DFT, ωB97M-V/def2-TZVPD

XYZ file:
```
113
Properties=species:S:1:pos:R:3
Cu -0.943 0.520 -0.311
C 7.932 -0.677 4.877
C 6.569 -0.780 5.193
C 5.633 -0.244 4.299
C 5.987 0.299 3.058
C 7.355 0.348 2.742
C 8.318 -0.153 3.615
N 4.987 0.979 2.231
O 3.815 1.009 2.572
O 5.371 1.439 1.202
H 8.680 -1.053 5.559
H 6.264 -1.092 6.181
H 4.590 -0.303 4.574
H 7.790 0.744 1.837
H 9.375 -0.097 3.402
C 3.382 -8.043 5.468
C 2.594 -8.859 4.611
C 1.591 -8.244 3.823
C 1.449 -6.828 3.814
C 2.236 -6.078 4.686
C 3.222 -6.655 5.523
N 0.548 -6.157 2.863
O 0.781 -4.995 2.681
O -0.436 -6.753 2.378
H 4.179 -8.473 6.057
H 2.849 -9.907 4.561
H 0.941 -8.733 3.112
H 2.154 -5.002 4.731
H 3.917 -6.103 6.138
C 8.273 -4.356 -0.279
C 8.522 -3.704 -1.494
C 7.437 -3.214 -2.197
C 6.178 -3.277 -1.679
C 5.904 -3.887 -0.437
C 6.981 -4.499 0.295
N 5.056 -2.679 -2.484
O 5.212 -2.628 -3.675
O 4.052 -2.352 -1.851
H 9.132 -4.703 0.275
H 9.538 -3.576 -1.840
H 7.598 -2.620 -3.085
H 4.866 -3.984 -0.153
H 6.843 -5.074 1.198
C 4.706 5.377 -7.993
C 4.205 4.108 -7.555
C 3.391 4.079 -6.452
C 2.951 5.281 -5.788
C 3.476 6.481 -6.210
C 4.397 6.555 -7.276
N 1.894 5.261 -4.730
O 1.518 4.215 -4.336
O 1.649 6.302 -4.103
H 5.437 5.329 -8.787
H 4.592 3.167 -7.916
H 3.074 3.085 -6.175
H 3.254 7.383 -5.659
H 4.757 7.516 -7.613
C -3.636 3.360 9.885
C -4.206 2.086 9.924
C -4.003 1.178 8.936
C -3.331 1.570 7.780
C -2.685 2.818 7.728
C -2.916 3.737 8.762
N -3.125 0.611 6.707
O -3.688 -0.488 6.621
O -2.328 0.901 5.833
H -3.689 4.077 10.691
H -4.781 1.851 10.807
H -4.501 0.221 8.968
H -2.169 3.119 6.828
H -2.483 4.719 8.648
C -9.455 -5.929 -2.319
C -9.990 -4.644 -2.301
C -9.234 -3.546 -1.880
C -7.910 -3.788 -1.484
C -7.341 -5.097 -1.516
C -8.131 -6.159 -1.860
N -7.029 -2.709 -0.971
O -5.888 -2.992 -0.580
O -7.524 -1.609 -0.957
H -10.098 -6.759 -2.572
H -11.027 -4.529 -2.580
H -9.688 -2.589 -1.669
H -6.308 -5.204 -1.220
H -7.739 -7.165 -1.828
C -1.048 0.756 -10.226
C -1.392 1.616 -9.156
C -1.588 1.102 -7.887
C -1.424 -0.246 -7.693
C -1.173 -1.067 -8.738
C -1.006 -0.607 -10.047
N -1.751 -0.808 -6.397
O -1.950 -0.029 -5.471
O -1.819 -1.984 -6.186
H -0.832 1.099 -11.227
H -1.496 2.677 -9.328
H -1.829 1.785 -7.086
H -1.138 -2.142 -8.635
H -0.777 -1.235 -10.895
C -6.677 9.197 2.549
C -6.661 9.204 1.118
C -6.222 8.103 0.399
C -5.527 7.063 1.026
C -5.375 7.104 2.425
C -5.947 8.188 3.167
N -4.950 5.935 0.271
O -4.314 5.044 0.885
O -5.148 5.906 -0.945
H -7.051 9.981 3.191
H -7.158 9.963 0.531
H -6.359 8.029 -0.669
H -4.764 6.378 2.941
H -5.748 8.252 4.227
```

## Properties
Kohn-Sham gap (eV): 4.944
LUMO level (eV): -6.3
Net charge: +1

---

(5)
Molecular formula: C4H11N2O
Method: DFT, ωB97M-V/def2-TZVPD

XYZ file:
```
18
Properties=species:S:1:pos:R:3
C 0.394 1.286 1.203
C 1.307 -0.259 -0.450
C -0.989 0.848 -0.828
C -0.055 0.206 0.185
N -0.445 -1.026 0.870
N -0.723 -2.255 0.105
O -1.425 -2.075 -1.051
H -0.322 1.308 1.905
H 1.273 0.994 1.554
H 0.445 2.271 0.530
H 1.233 -0.838 -1.465
H 1.939 -0.817 0.188
H 2.036 0.679 -0.707
H -0.975 0.256 -1.647
H -2.070 1.063 -0.449
H -0.541 1.817 -1.245
H -1.323 -0.960 1.334
H 0.241 -2.496 -0.032
```

## Properties
Kohn-Sham gap (spin up / spin down) (eV): 2.894 / 8.825
LUMO level (spin up / spin down) (eV): 4.2 / 2.3
Net charge: -1
<S²>: 2.00
Multiplicity: 3

---

(6)
Molecular formula: C6H14FP
Method: DFT, ωB97M-V/def2-TZVPD

XYZ file:
```
22
Properties=species:S:1:pos:R:3
C -2.255 -1.660 -0.755
C -0.778 -1.538 -0.169
C -0.483 -2.727 0.822
C -0.657 -0.108 0.484
P 1.095 0.628 0.347
C 0.925 2.483 -0.012
C 2.405 3.057 -0.131
F 3.347 2.079 0.249
H -2.909 -0.844 -0.370
H -2.193 -1.611 -1.871
H -2.713 -2.639 -0.470
H -0.038 -1.596 -1.004
H 0.460 -3.219 0.470
H -1.264 -3.527 0.793
H -0.378 -2.426 1.887
H -1.024 -0.043 1.530
H -1.301 0.573 -0.138
H 1.715 0.111 -0.836
H 0.399 3.030 0.798
H 0.427 2.686 -0.992
H 2.666 3.358 -1.167
H 2.554 3.934 0.536
```

## Properties
Kohn-Sham gap (eV): 9.027
SMILES: CC(C)CPCCF
LUMO level (eV): 1.1

---

(7)
Molecular formula: C2F3OS2
Method: DFT, ωB97M-V/def2-TZVPD

XYZ file:
```
8
Properties=species:S:1:pos:R:3
C -2.946 -1.861 0.185
C 1.806 0.963 -0.626
O -3.151 -3.016 0.194
F 1.849 2.260 -0.587
F 2.598 0.537 0.396
F 2.595 0.611 -1.747
S -2.641 -0.385 0.587
S 0.193 0.273 -0.452
```

## Properties
Kohn-Sham gap (eV): 6.602
LUMO level (eV): 3.0
ΔE to the lowest compared entry with this formula, charge and spin (eV): 0.178
Net charge: -1

---

(8)
Molecular formula: C16H27Ag2Br2Cl3F9FeNO10S3
Method: DFT, ωB97M-V/def2-TZVPD

XYZ file:
```
74
Properties=species:S:1:pos:R:3
Ag -1.720 -0.835 -1.138
Ag -0.642 2.815 -1.709
Fe -2.265 1.836 1.624
C 1.040 0.748 1.944
C 0.582 0.903 0.418
C 1.194 -0.248 -0.407
O -0.815 1.154 0.277
H 2.088 0.449 1.925
H 0.452 0.182 2.667
H 1.074 1.688 2.495
H 1.098 1.789 0.047
H 1.010 0.014 -1.448
H 0.651 -1.163 -0.168
H 2.232 -0.545 -0.251
C -2.932 0.910 -5.066
C -2.049 0.389 -3.946
C -0.643 0.100 -4.475
O -2.110 1.146 -2.762
H -3.998 0.741 -4.913
H -2.711 0.434 -6.022
H -2.680 1.947 -5.289
H -2.517 -0.557 -3.672
H -0.497 -0.477 -5.388
H -0.194 -0.690 -3.874
H 0.052 0.931 -4.354
C -2.432 -2.551 3.555
F -1.185 -2.393 3.948
F -2.581 -3.808 3.266
F -3.323 -2.219 4.540
S -2.924 -1.506 2.004
O -2.720 -0.087 2.347
O -1.980 -1.869 0.851
O -4.325 -1.895 1.743
C 0.466 4.989 2.037
F 0.774 6.215 1.600
F 0.957 4.060 1.267
F 0.900 4.864 3.299
S -1.452 4.630 1.976
O -2.163 5.826 2.356
O -1.659 4.194 0.592
N -1.685 3.155 2.920
S -1.862 3.630 4.403
O -1.000 4.693 4.899
O -3.280 3.797 4.667
C -1.244 1.980 5.211
F -2.032 0.942 4.768
F 0.038 1.846 4.977
F -1.467 2.092 6.498
C 2.981 -1.286 4.328
Cl 4.687 -0.959 4.404
Cl 2.455 -1.828 5.953
Cl 2.751 -2.489 3.098
H 2.511 -0.356 4.007
C 0.519 -4.741 -2.057
C -0.939 -5.094 -2.533
C -1.313 -3.618 -2.885
O -0.615 -2.739 -1.965
C 0.256 -3.500 -1.228
H 1.227 -4.523 -2.856
H 0.983 -5.530 -1.464
H -1.505 -5.525 -1.707
H -0.898 -5.735 -3.413
H -2.401 -3.599 -2.828
H -0.972 -3.387 -3.895
H 0.005 -3.714 -0.189
H 1.231 -3.016 -1.278
Br 6.878 0.297 -1.982
C 5.434 0.549 -3.323
C 4.365 1.272 -2.643
Br 3.200 2.029 -4.029
H 5.056 -0.436 -3.597
H 5.911 0.971 -4.208
H 4.857 2.031 -2.035
H 3.813 0.680 -1.913
```

## Properties
Kohn-Sham gap (spin up / spin down) (eV): 7.220 / 7.168
LUMO level (spin up / spin down) (eV): -1.2 / -1.3
<S²>: 6.01
Multiplicity: 5

---

(9)
Molecular formula: C39H37BiN4O5
Method: DFT, ωB97M-V/def2-TZVPD

XYZ file:
```
86
Properties=species:S:1:pos:R:3
Bi 0.246 1.118 0.403
C -1.178 -3.120 1.016
C -1.035 -1.723 0.557
N -0.475 -0.855 1.325
N -0.180 -1.073 2.593
C 0.489 -0.070 3.124
O 0.926 0.931 2.450
C 0.607 -0.027 4.573
C 1.617 0.702 5.157
C 1.735 0.732 6.553
C 0.808 0.037 7.317
C -0.247 -0.672 6.767
C -0.326 -0.694 5.367
C -1.486 -1.267 -0.799
C -1.860 -2.135 -1.818
C -2.197 -1.613 -3.121
C -2.162 -0.221 -3.308
C -1.809 0.539 -2.205
N -1.511 0.010 -1.014
H -1.521 -3.141 1.991
H -0.197 -3.592 1.196
H -1.836 -3.764 0.384
H 2.258 1.302 4.490
H 2.420 1.360 7.045
H 0.859 0.217 8.426
H -0.924 -1.106 7.462
H -1.170 -1.059 4.808
H -1.769 -3.203 -1.715
H -2.440 -2.318 -3.917
H -2.374 0.159 -4.295
H -1.635 1.617 -2.345
C -5.752 5.061 5.183
C -4.610 4.461 4.389
C -3.333 4.249 4.879
C -2.299 3.804 4.061
C -0.961 3.405 4.648
C -2.595 3.455 2.750
C -3.858 3.762 2.195
C -4.209 3.543 0.781
C -4.884 4.232 3.013
C -1.542 2.848 1.866
O -0.522 3.544 1.608
O -1.756 1.746 1.243
H -6.290 4.181 5.614
H -6.365 5.645 4.472
H -5.510 5.703 6.033
H -3.184 4.473 5.896
H -1.032 2.466 5.285
H -0.627 4.270 5.228
H -0.224 3.394 3.884
H -3.841 2.617 0.378
H -3.858 4.371 0.115
H -5.302 3.557 0.649
H -5.856 4.504 2.612
C 2.029 -2.893 -7.891
C 2.520 -1.780 -7.036
C 3.176 -0.683 -7.573
C 3.702 0.265 -6.699
C 3.548 0.138 -5.293
C 2.831 -0.942 -4.799
N 2.696 -1.119 -3.433
C 3.301 -2.087 -2.687
C 4.136 -3.043 -3.203
C 4.760 -4.035 -2.468
C 4.505 -4.068 -1.120
C 3.759 -3.069 -0.575
C 3.207 -2.038 -1.245
C 2.304 -1.121 -0.501
O 2.284 -1.058 0.749
O 1.504 -0.359 -1.172
C 2.221 -1.846 -5.682
C 1.332 -2.943 -5.116
H 2.395 -2.948 -8.879
H 0.948 -2.898 -7.972
H 2.212 -3.846 -7.469
H 3.285 -0.591 -8.654
H 4.265 1.151 -7.111
H 3.935 0.865 -4.616
H 2.237 -0.459 -2.830
H 4.392 -3.035 -4.247
H 5.456 -4.683 -2.991
H 5.003 -4.707 -0.428
H 3.537 -2.993 0.515
H 1.868 -3.861 -4.943
H 0.448 -3.108 -5.707
H 0.981 -2.562 -4.167
```

## Properties
Kohn-Sham gap (eV): 6.555
LUMO level (eV): -0.9

---

(10)
Molecular formula: C58H41MgN4O2Te
Method: DFT, ωB97M-V/def2-TZVPD

XYZ file:
```
107
Properties=species:S:1:pos:R:3
Mg 0.580 -0.071 1.008
C 4.381 5.974 3.724
C 5.225 4.923 3.391
C 4.698 3.719 2.942
C 3.321 3.546 2.822
C 2.480 4.608 3.157
C 3.006 5.812 3.605
C 2.716 2.269 2.351
C 2.981 1.859 1.037
C 3.865 2.534 0.110
C 3.883 1.790 -1.021
C 2.990 0.674 -0.799
N 2.457 0.746 0.450
C 2.693 -0.309 -1.755
C 1.743 -1.328 -1.619
C 1.417 -2.274 -2.667
C 0.371 -3.001 -2.219
C 0.068 -2.519 -0.884
C -0.977 -3.000 -0.076
C -1.844 -4.083 -0.628
C -1.311 -5.317 -0.997
C -2.118 -6.322 -1.512
C -3.482 -6.115 -1.663
C -4.030 -4.895 -1.287
C -3.218 -3.893 -0.774
C -1.236 -2.578 1.237
N -0.563 -1.598 1.900
C -0.982 -1.638 3.196
C -0.495 -0.839 4.236
C -1.069 -1.066 5.600
C -2.200 -0.370 6.016
C -2.738 -0.579 7.279
C -2.149 -1.489 8.146
C -1.018 -2.187 7.741
C -0.484 -1.976 6.477
C 0.486 0.155 4.115
C 0.938 0.995 5.204
C 1.797 1.891 4.669
C 1.890 1.586 3.256
N 1.091 0.529 2.959
C -1.989 -2.664 3.355
C -2.152 -3.240 2.143
N 0.927 -1.520 -0.547
C 3.430 -0.237 -3.056
C 2.829 0.313 -4.185
C 3.511 0.375 -5.393
C 4.809 -0.111 -5.486
C 5.419 -0.657 -4.365
C 4.732 -0.718 -3.159
H 4.791 6.912 4.076
H 6.298 5.038 3.484
H 5.355 2.895 2.692
H 1.410 4.473 3.043
H 2.340 6.628 3.856
H 4.386 3.459 0.296
H 4.434 1.979 -1.929
H 1.913 -2.349 -3.621
H -0.161 -3.773 -2.750
H -0.248 -5.487 -0.868
H -1.679 -7.272 -1.791
H -4.113 -6.898 -2.066
H -5.093 -4.719 -1.399
H -3.648 -2.945 -0.478
H -2.655 0.342 5.337
H -3.619 -0.029 7.587
H -2.568 -1.654 9.131
H -0.551 -2.899 8.412
H 0.397 -2.518 6.155
H 0.630 0.903 6.234
H 2.338 2.673 5.178
H -2.485 -2.915 4.279
H -2.803 -4.063 1.889
H 1.817 0.699 -4.110
H 3.025 0.804 -6.260
H 5.343 -0.065 -6.428
H 6.430 -1.039 -4.428
H 5.203 -1.145 -2.282
C 0.068 3.368 -0.680
C -0.373 2.338 0.337
O -0.530 2.672 1.507
O -0.553 1.120 -0.099
H -0.771 3.610 -1.336
H 0.871 2.975 -1.308
H 0.398 4.266 -0.163
Te -1.009 0.526 -2.806
C -1.720 -0.037 -4.734
C -1.471 0.751 -5.857
C -1.860 0.328 -7.124
C -2.505 -0.891 -7.282
C -2.760 -1.684 -6.170
C -2.365 -1.262 -4.906
C -2.881 1.276 -2.198
C -3.318 2.542 -2.575
C -4.543 3.022 -2.131
C -5.334 2.245 -1.295
C -4.898 0.985 -0.907
C -3.675 0.504 -1.355
H -0.973 1.706 -5.738
H -1.660 0.952 -7.986
H -2.804 -1.225 -8.268
H -3.262 -2.637 -6.286
H -2.560 -1.889 -4.043
H -2.700 3.153 -3.223
H -4.874 4.009 -2.428
H -6.284 2.625 -0.940
H -5.504 0.381 -0.242
H -3.318 -0.467 -1.037
```

## Properties
Kohn-Sham gap (eV): 5.668
LUMO level (eV): 1.6
ΔE to the lowest compared entry with this formula, charge and spin (eV): 0.201
Net charge: -1